<1>
DFT (ωB97M-V/def2-TZVPD) results for the molecule C3H7N3O.

Geometry as ORCA input:
```
! wB97M-V def2-TZVPD RIJCOSX def2/J DEFGRID3
* xyz 0 1
C 2.6099 0.0885 0.2202
N 1.1942 0.1439 0.5167
C 0.2053 0.0591 -0.3741
O 0.3804 0.0046 -1.5781
N -1.0169 0.0554 0.2630
C -2.1840 -0.1730 -0.4118
N -3.2814 -0.1578 0.2231
H 2.8906 0.2759 -0.8116
H 2.8695 -0.9951 0.3587
H 2.3952 1.1391 0.7110
H 1.0654 0.0554 1.5109
H -1.0766 0.2089 1.2608
H -2.0053 -0.3576 -1.4746
H -4.0463 -0.3472 -0.4141
*
```

Computed properties:
Lowest unoccupied orbital energy: 0.615 eV

Atomic partial charges in e from the natural (NBO) method, atoms 1 to 4: atom 1 (C): -0.524, atom 2 (N): -0.636, atom 3 (C): 0.775, atom 4 (O): -0.645

<2>
DFT (ωB97M-V/def2-TZVPD) results for the molecule C3H7N3O.

Geometry as ORCA input:
```
! wB97M-V def2-TZVPD RIJCOSX def2/J DEFGRID3
* xyz 0 1
C 2.4897 -0.0299 0.1429
N 1.0852 0.0920 0.4704
C 0.1779 0.5544 -0.4282
O 0.4464 0.8991 -1.5586
N -1.1453 0.5767 0.1085
C -2.1073 -0.3330 -0.2488
N -3.2585 -0.3245 0.2909
H 2.5949 0.1748 -0.9237
H 2.8476 -1.0430 0.3506
H 3.0955 0.6852 0.7089
H 0.7241 -0.3379 1.3068
H -1.3873 1.2285 0.8398
H -1.7439 -1.0498 -0.9927
H -3.8189 -1.0925 -0.0670
*
```

Computed properties:
Lowest unoccupied orbital energy: 0.766 eV

Atomic partial charges in e from the natural (NBO) method, atoms 1 to 4: atom 1 (C): -0.426, atom 2 (N): -0.611, atom 3 (C): 0.784, atom 4 (O): -0.593

<3>
DFT (ωB97M-V/def2-TZVPD) results for the molecule C3H7N3O.

Geometry as ORCA input:
```
! wB97M-V def2-TZVPD RIJCOSX def2/J DEFGRID3
* xyz 0 1
C -0.0341 -0.3924 -0.3477
N 1.3366 -0.9244 -0.3786
N 1.0727 1.9296 0.0720
C -0.6889 0.2042 0.8657
C -0.1357 1.1172 -0.2102
O -2.0889 -1.4759 -0.0863
N -0.8014 -1.2396 0.5492
H -2.1417 -2.4465 -0.0156
H 1.2618 -1.9174 -0.5945
H 1.6858 -0.9083 0.5801
H 1.8780 1.2988 0.0029
H 1.2183 2.5996 -0.6828
H -1.6911 0.5496 1.0900
H -0.8715 1.6055 -0.8442
*
```

Computed properties:
Lowest unoccupied orbital energy (spin up / spin down): -0.422 / -0.494 eV

Atomic partial charges in e from the natural (NBO) method, atoms 1 to 4: atom 1 (C): 0.367, atom 2 (N): -0.860, atom 3 (N): -0.775, atom 4 (C): -0.577

Verdict on stability: <2> comes out on top.

<1>
DFT (ωB97M-V/def2-TZVPD) results for the molecule C3H7N3O.

Geometry as ORCA input:
```
! wB97M-V def2-TZVPD RIJCOSX def2/J DEFGRID3
* xyz 0 1
C 0.2994 -0.0859 -1.5165
C -1.4038 -1.4756 -0.5824
N -0.5365 -0.2972 -0.5594
N 1.8090 1.5653 1.7219
O 0.9901 0.9920 0.7860
C -0.6712 0.5729 0.7834
N -1.4919 0.9044 1.5463
H 2.3058 0.8902 2.2948
H 2.3555 2.2536 1.1964
H 0.8419 0.8340 -1.6426
H 0.4316 -0.8162 -2.3062
H -2.3826 -1.2353 -0.1700
H -0.9944 -2.2666 0.0475
H -1.5530 -1.8357 -1.5992
*
```

Computed properties:
Lowest unoccupied orbital energy: -0.738 eV

Atomic partial charges in e from the natural (NBO) method, atoms 1 to 4: atom 1 (C): 0.106, atom 2 (C): -0.425, atom 3 (N): -0.277, atom 4 (N): -0.524

<2>
DFT (ωB97M-V/def2-TZVPD) results for the molecule C3H7N3O.

Geometry as ORCA input:
```
! wB97M-V def2-TZVPD RIJCOSX def2/J DEFGRID3
* xyz 0 1
C 1.0737 0.7290 0.6197
C 0.8045 -0.7382 0.2724
C -1.6621 -0.7031 -0.0258
H 1.7194 0.9355 -1.2309
H 0.1040 1.4189 -1.1229
H 2.1743 0.6772 0.7031
H 0.5492 1.2746 1.4558
H -0.0737 -2.2208 -0.2497
H -2.5311 -1.3904 0.1511
H -2.8562 0.6671 0.4221
N 1.0968 1.4104 -0.5533
N -0.3174 -1.1760 -0.3796
N -1.7739 0.6347 0.0026
O 1.6926 -1.5189 -0.0645
*
```

Computed properties:
Lowest unoccupied orbital energy: 0.597 eV

Atomic partial charges in e from the natural (NBO) method, atoms 1 to 4: atom 1 (C): -0.314, atom 2 (C): 0.644, atom 3 (C): 0.240, atom 4 (H): 0.360

<3>
DFT (ωB97M-V/def2-TZVPD) results for a structure of composition C3H7N3O.

Geometry as ORCA input:
```
! wB97M-V def2-TZVPD RIJCOSX def2/J DEFGRID3
* xyz 0 1
C 0.2974 1.6672 0.0893
C -1.9170 -0.7195 -0.1269
C -0.4409 -0.7420 -0.1169
O 2.5705 -1.0003 -0.4194
N 1.4339 -0.7347 0.3320
N 0.4136 -1.6866 0.1880
N 0.4486 0.2901 -0.3023
H 3.2986 -1.0144 0.2176
H 1.1860 2.2169 -0.2186
H -0.5713 2.0769 -0.4291
H 0.1496 1.7889 1.1684
H -2.2962 -0.1520 0.7252
H -2.2884 -1.7394 -0.0674
H -2.2844 -0.2510 -1.0399
*
```

Computed properties:
Lowest unoccupied orbital energy: 0.937 eV

Atomic partial charges in e from the natural (NBO) method, atoms 1 to 4: atom 1 (C): -0.430, atom 2 (C): -0.675, atom 3 (C): 0.368, atom 4 (O): -0.552

<4>
DFT (ωB97M-V/def2-TZVPD) results for the molecule C3H7N3O.

Geometry as ORCA input:
```
! wB97M-V def2-TZVPD RIJCOSX def2/J DEFGRID3
* xyz 0 1
C 2.5545 0.0661 0.1710
N 1.1923 0.2889 0.6072
C 0.1554 0.2635 -0.2818
O 0.2910 0.3336 -1.4913
N -1.0960 0.1386 0.3224
C -2.2350 -0.0999 -0.4303
N -3.2729 -0.5713 0.1284
H 2.5254 -0.1391 -0.9001
H 2.9816 -0.7999 0.6889
H 3.1932 0.9379 0.3453
H 0.9943 0.2700 1.5947
H -1.1659 -0.1623 1.2856
H -2.1019 0.1564 -1.4831
H -4.0161 -0.6825 -0.5570
*
```

Computed properties:
Lowest unoccupied orbital energy: 0.788 eV

Atomic partial charges in e from the natural (NBO) method, atoms 1 to 4: atom 1 (C): -0.417, atom 2 (N): -0.625, atom 3 (C): 0.789, atom 4 (O): -0.646

Verdict on stability: <4> comes out on top.

<1>
DFT (ωB97M-V/def2-TZVPD) results for the molecule C3H7N3O.

Geometry as ORCA input:
```
! wB97M-V def2-TZVPD RIJCOSX def2/J DEFGRID3
* xyz 0 1
C 2.4863 -0.5411 0.2306
N 1.4589 0.6445 0.3403
C 0.2758 0.5564 -0.5159
O 0.3011 0.9845 -1.6431
N -0.7868 -0.0629 0.0804
C -2.0141 -0.2153 -0.5675
N -2.9896 -0.7151 0.0629
H 2.6783 -0.5540 -0.8541
H 1.8508 -1.4193 0.4380
H 1.9661 1.4812 0.0551
H 1.2241 0.7481 1.3270
H -0.7261 -0.4467 1.0145
H -1.9919 0.1441 -1.5977
H -3.8131 -0.7535 -0.5333
*
```

Computed properties:
Lowest unoccupied orbital energy: 0.378 eV

Atomic partial charges in e from the natural (NBO) method, atoms 1 to 4: atom 1 (C): -0.701, atom 2 (N): -0.600, atom 3 (C): 0.793, atom 4 (O): -0.571

<2>
DFT (ωB97M-V/def2-TZVPD) results for the molecule C3H7N3O.

Geometry as ORCA input:
```
! wB97M-V def2-TZVPD RIJCOSX def2/J DEFGRID3
* xyz 0 1
C 2.4834 -0.0264 0.0556
N 1.2049 0.5585 0.4070
C 0.1416 0.4717 -0.4685
O 0.2080 0.7426 -1.6520
N -1.0221 0.0077 0.1304
C -2.2027 -0.1753 -0.5680
N -3.2069 -0.7005 0.0030
H 2.4444 -0.3432 -0.9885
H 2.6805 -0.9119 0.6753
H 3.2979 0.6905 0.1778
H 1.0065 0.6645 1.3895
H -0.9713 -0.4164 1.0458
H -2.1278 0.1670 -1.6017
H -3.9852 -0.7478 -0.6501
*
```

Computed properties:
Lowest unoccupied orbital energy: 0.780 eV

Atomic partial charges in e from the natural (NBO) method, atoms 1 to 4: atom 1 (C): -0.409, atom 2 (N): -0.650, atom 3 (C): 0.792, atom 4 (O): -0.621

<3>
DFT (ωB97M-V/def2-TZVPD) results for a structure of composition C3H7N3O.

Geometry as ORCA input:
```
! wB97M-V def2-TZVPD RIJCOSX def2/J DEFGRID3
* xyz 0 1
C 0.5934 -1.1828 0.3139
C 0.0656 1.0474 1.5152
C -0.6913 2.1917 1.5949
H 0.4165 -1.5541 -2.4607
H -1.2323 -1.5926 -2.3925
H 1.3103 -1.3193 1.3402
H -0.1628 0.0152 -1.5027
H 0.9372 0.7573 2.3608
H -0.9307 2.6675 0.7597
H -0.5457 2.8176 2.4927
N -0.2391 -1.2465 -1.7942
N 0.0555 -2.1399 -0.5090
N 0.6939 0.4198 0.2090
O -0.3963 0.8295 -0.8103
*
```

Computed properties:
Lowest unoccupied orbital energy: 0.485 eV

Atomic partial charges in e from the natural (NBO) method, atoms 1 to 4: atom 1 (C): 0.237, atom 2 (C): -0.024, atom 3 (C): -0.419, atom 4 (H): 0.368

Verdict on stability: <2> comes out on top.

<1>
DFT (ωB97M-V/def2-TZVPD) results for a cluster of 4 separate species, CH11NO3 in total.

Geometry as ORCA input:
```
! wB97M-V def2-TZVPD RIJCOSX def2/J DEFGRID3
* xyz 0 1
C -0.2238 0.5485 -1.9913
N 0.8563 0.5479 -0.9671
H -0.5477 1.5757 -2.1736
H 0.0670 0.0885 -2.9274
H -1.0726 0.0158 -1.5839
H 0.4719 1.0575 -0.1770
H 1.6046 1.1653 -1.2911
H -0.1140 -1.4178 1.3897
H -1.3565 -1.6432 2.2415
O -0.5918 -1.0616 2.1715
H -0.6839 2.4559 2.0877
H -0.8809 0.8843 2.0798
O -0.6344 1.6644 1.5491
H 0.8792 -1.3931 -0.6946
H 1.5247 -2.3793 0.3347
O 0.7018 -2.1091 -0.0482
*
```

Computed properties:
Lowest unoccupied orbital energy: 0.905 eV

Atomic partial charges in e from the natural (NBO) method, atoms 1 to 4: atom 1 (C): -0.422, atom 2 (N): -0.870, atom 3 (H): 0.177, atom 4 (H): 0.190

<2>
DFT (ωB97M-V/def2-TZVPD) results for a cluster of 4 separate species, CH11NO3 in total.

Geometry as ORCA input:
```
! wB97M-V def2-TZVPD RIJCOSX def2/J DEFGRID3
* xyz 0 1
C -0.0152 0.6387 -1.4742
N -1.3325 0.9122 -1.9894
H -0.0306 0.7892 -0.4046
H 0.7693 1.2014 -1.9671
H 0.3168 -0.4262 -1.5225
H -1.4882 0.9164 -2.9845
H -2.0893 0.4293 -1.5640
H 2.3809 -1.2622 0.0604
H 2.1894 -1.4527 1.5765
O 2.8497 -1.1952 0.9245
H 0.8930 1.4053 2.4195
H 0.4287 0.1817 1.5532
O 0.4853 1.1458 1.5730
H -2.2516 -0.3053 0.4804
H -2.3440 -1.7621 -0.0223
O -2.0016 -1.2324 0.6812
*
```

Computed properties:
Lowest unoccupied orbital energy: 0.484 eV

Atomic partial charges in e from the natural (NBO) method, atoms 1 to 4: atom 1 (C): -0.412, atom 2 (N): -0.850, atom 3 (H): 0.218, atom 4 (H): 0.199

Verdict on stability: <1> comes out on top.

<1>
DFT (ωB97M-V/def2-TZVPD) results for a cluster of 2 separate species, C5H10 in total.

Geometry as ORCA input:
```
! wB97M-V def2-TZVPD RIJCOSX def2/J DEFGRID3
* xyz 0 1
C 0.3201 -0.6311 1.4951
C -0.5722 -1.4696 0.9746
C -0.9169 0.5642 -1.9824
C -0.8300 1.5265 -1.0699
C 1.5637 -0.1569 0.8007
H 0.1583 -0.2516 2.5050
H 2.4594 -0.5742 1.2773
H -0.4471 -1.8791 -0.0265
H -1.4549 -1.7828 1.5255
H -0.7451 0.7530 -3.0387
H -1.1682 -0.4558 -1.7019
H -1.0004 1.3159 -0.0169
H -0.5818 2.5501 -1.3379
H 1.6506 0.9351 0.8513
H 1.5646 -0.4437 -0.2553
*
```

Computed properties:
Lowest unoccupied orbital energy: 1.285 eV

Atomic partial charges in e from the natural (NBO) method, atoms 1 to 4: atom 1 (C): -0.168, atom 2 (C): -0.413, atom 3 (C): -0.392, atom 4 (C): -0.387

<2>
DFT (ωB97M-V/def2-TZVPD) results for a structure of composition C5H10.

Geometry as ORCA input:
```
! wB97M-V def2-TZVPD RIJCOSX def2/J DEFGRID3
* xyz 0 1
C -0.8370 -0.5839 0.6917
C -1.4927 0.4351 0.0573
C 0.6208 1.4074 -0.4625
C 1.5160 0.4616 -0.1511
C 0.1971 -1.3709 0.0204
H -0.8460 -0.6889 1.7753
H -1.0727 -1.7674 0.3040
H -1.6649 0.4164 -1.0190
H -2.1678 1.0551 0.6376
H 0.3713 1.6001 -1.5150
H 0.3479 2.2115 0.2254
H 1.9105 0.3877 0.8706
H 2.1226 -0.0408 -0.9114
H 0.8113 -2.0918 0.5432
H 0.1834 -1.4312 -1.0665
*
```

Computed properties:
Lowest unoccupied orbital energy: 1.171 eV

Atomic partial charges in e from the natural (NBO) method, atoms 1 to 4: atom 1 (C): -0.362, atom 2 (C): -0.479, atom 3 (C): -0.417, atom 4 (C): -0.470

<3>
DFT (ωB97M-V/def2-TZVPD) results for the molecule C5H10.

Geometry as ORCA input:
```
! wB97M-V def2-TZVPD RIJCOSX def2/J DEFGRID3
* xyz 0 1
C -1.0098 -0.8383 0.8426
C -0.0701 0.0199 0.0166
C -0.6715 1.3305 -0.4548
C 1.3897 -0.0246 0.3770
C 0.9099 -0.6491 -0.9065
H -0.6588 -1.8742 0.9101
H -1.0920 -0.4436 1.8633
H -2.0171 -0.8535 0.4099
H -1.2651 1.8038 0.3362
H 0.1014 2.0426 -0.7651
H -1.3346 1.1592 -1.3121
H 1.9690 0.8936 0.3166
H 1.6940 -0.6904 1.1821
H 1.1536 -0.1418 -1.8376
H 0.9016 -1.7341 -0.9783
*
```

Computed properties:
Lowest unoccupied orbital energy: 1.151 eV

Atomic partial charges in e from the natural (NBO) method, atoms 1 to 4: atom 1 (C): -0.595, atom 2 (C): -0.064, atom 3 (C): -0.595, atom 4 (C): -0.419

<4>
DFT (ωB97M-V/def2-TZVPD) results for the molecule C5H10.

Geometry as ORCA input:
```
! wB97M-V def2-TZVPD RIJCOSX def2/J DEFGRID3
* xyz 0 1
C 1.3516 -0.2269 0.1497
C 0.4109 -0.4733 -1.0098
C -0.9893 -0.6992 -0.4292
C -1.0595 0.7171 0.1725
C 0.3906 0.6191 1.0170
H 1.6906 -1.1423 0.6517
H 2.2518 0.3018 -0.1963
H 0.2185 0.6306 -1.2207
H 0.7582 -1.1675 -1.7885
H -1.6969 -0.9382 -1.2333
H -1.0904 -1.4628 0.3495
H -1.7743 0.9851 0.9348
H -1.3963 1.3350 -0.7031
H 0.0670 0.0045 1.8685
H 0.8674 1.5170 1.4371
*
```

Computed properties:
Lowest unoccupied orbital energy: 1.262 eV

Atomic partial charges in e from the natural (NBO) method, atoms 1 to 4: atom 1 (C): -0.415, atom 2 (C): -0.398, atom 3 (C): -0.417, atom 4 (C): -0.430

Verdict on stability: <3> comes out on top.